Computed, not measured: a structure of composition C8H9N2OS, with the ωB97M-V functional and the def2-TZVPD basis.

Properties
HOMO-LUMO gap (spin up / spin down) (eV): 7.801 / 7.805
Spin multiplicity: 1
Total charge: +1
Highest occupied orbital energy (spin up / spin down) (eV): -12.6 / -12.6
DFT total energy (a.u.): -892.69836

Each line ends with the natural charge from an NBO analysis.
Geometry (Å):
1 C -3.013 1.082 -0.225  -0.19
2 C -1.941 1.977 0.006  -0.16
3 C -2.840 -0.282 -0.332  -0.17
4 C -0.670 1.483 -0.035  -0.32
5 C -1.511 -0.846 -0.164  -0.35
6 C -0.544 0.105 -0.029  0.19
7 C 2.523 0.315 -0.220  -0.09
8 C 1.658 -0.832 0.029  0.32
9 N 2.991 -0.329 -1.342  -0.28
10 N 1.566 -1.572 1.372  -0.74
11 O 2.226 -1.532 -1.059  -0.36
12 S 2.796 1.652 0.606  0.07
13 H -3.954 1.518 -0.318  0.23
14 H -1.955 3.046 0.074  0.24
15 H -3.771 -0.803 -0.510  0.25
16 H 0.213 2.137 -0.103  0.26
17 H -1.505 -1.917 -0.272  0.25
18 H 2.927 -0.117 -2.376  0.43
19 H 1.693 -0.823 2.146  0.48
20 H 2.443 -2.261 1.394  0.47
21 H 0.667 -2.003 1.357  0.46